## P
{"formula": "C13H18N", "method": "ωB97M-V/def2-TZVPD", "elements": ["C", "H", "H", "C", "H", "C", "H", "C", "H", "C", "H", "C", "H", "C", "H", "H", "H", "N", "H", "H", "C", "H", "C", "C", "C", "H", "C", "H", "H", "H", "C", "H"], "positions_angstrom": [[-0.52213, 1.63147, -1.07079], [2.10060, 0.72081, 0.41250], [-1.84736, 3.19509, -1.75103], [1.29296, 0.25203, 1.13276], [-0.88466, 0.60739, -4.36147], [0.55393, -1.21973, 2.85375], [1.73977, 1.02245, -1.66535], [-0.02580, 0.43576, 0.79353], [0.53410, -4.22877, 4.68491], [-0.40374, -0.58384, -1.92724], [-0.39972, -1.08143, -2.87502], [1.60356, -0.63618, 2.09372], [2.63924, -0.78092, 2.42920], [-1.15177, 2.76435, -1.00461], [-1.50034, -1.41336, 3.11929], [-0.63734, -3.45951, 3.44723], [-0.95625, 2.32400, -3.80631], [-0.24143, 0.85380, -2.25418], [-1.00672, 3.24693, -0.07614], [1.69356, 0.59357, -3.29782], [0.27052, -3.41814, 4.05309], [-2.05041, 0.22443, 1.29725], [-0.74445, -0.90001, 2.58452], [-1.08215, -0.08436, 1.54264], [0.90970, -2.28301, 3.84194], [-2.08148, 1.18872, -3.23731], [-1.08154, 1.30587, -3.47095], [1.84716, -1.93530, 4.45638], [1.08736, 2.29651, -2.80204], [0.41327, -0.87680, -1.18554], [1.16238, 1.17107, -2.54588], [-1.23081, -0.93289, -1.41104]], "homo_lumo_gap_ev": 8.56, "charge": 1}

## Q
{"formula": "C13H18N", "method": "ωB97M-V/def2-TZVPD", "elements": ["C", "H", "C", "C", "H", "C", "H", "C", "C", "H", "H", "C", "C", "C", "H", "H", "H", "H", "H", "H", "H", "H", "H", "N", "H", "C", "H", "C", "H", "C", "C", "H"], "positions_angstrom": [[-1.32668, -3.41391, -1.35034], [0.65537, 1.17402, -0.89527], [0.16433, 3.73522, 1.13639], [-1.88318, -2.17806, -1.51209], [2.75974, -0.81249, 0.11164], [0.03855, 2.06321, -0.77330], [-2.59896, -2.07211, -2.27047], [-0.73186, 2.41109, -2.01538], [-0.36609, -1.41855, 0.13710], [1.52665, 0.16219, 2.67148], [-0.82199, 1.57698, -2.64667], [2.50480, -0.00313, 0.78115], [1.40057, -0.40723, 1.74862], [-1.42775, -1.10812, -0.74469], [-0.74440, 1.23635, 2.10386], [0.14148, -4.68118, -0.70946], [-1.80265, 0.26261, 1.12061], [1.69170, -1.43344, 2.22753], [-1.69213, 2.73148, -1.57805], [1.16959, -2.86654, 0.80502], [-1.65969, -0.12685, -0.94252], [-0.60468, 3.76109, 1.90357], [3.33125, 0.22469, 1.44150], [-0.84790, 0.47609, 1.46876], [0.78052, 4.58362, 1.17372], [0.38942, -2.66808, 0.10893], [-0.36242, 3.38567, -2.49365], [0.06280, -0.41288, 1.12098], [2.13288, 0.85006, 0.13590], [0.05358, 2.80952, 0.24525], [-0.18378, -3.65489, -0.59630], [-1.74906, -4.18644, -1.91382]], "homo_lumo_gap_ev": 8.09, "charge": 1}

Verdict on stability: P comes out at the bottom.

## P
{"formula": "C36H56BrNO3PS2SbSi4Ti", "method": "ωB97M-V/def2-TZVPD", "elements": ["C", "H", "H", "H", "H", "H", "H", "H", "H", "C", "H", "H", "C", "H", "H", "C", "H", "H", "C", "C", "C", "C", "C", "H", "H", "C", "H", "H", "H", "C", "Ti", "H", "H", "C", "Si", "N", "H", "H", "Br", "C", "H", "H", "H", "C", "C", "H", "H", "C", "H", "C", "O", "H", "S", "P", "H", "H", "H", "S", "H", "C", "C", "C", "H", "H", "Si", "H", "C", "C", "Si", "C", "H", "H", "C", "H", "H", "H", "C", "C", "H", "H", "H", "Sb", "H", "C", "O", "H", "H", "H", "H", "C", "C", "O", "C", "Si", "H", "C", "H", "C", "H", "H", "H", "C", "C", "H", "C", "C"], "positions_angstrom": [[-1.22536, -2.57207, 4.12436], [-1.63433, 1.11550, -5.77298], [1.55167, -1.05114, 4.94097], [2.92556, 4.13597, 0.01000], [0.76946, 4.95759, -2.11822], [0.69948, 2.70224, 3.07286], [3.24722, -2.76198, -3.23472], [3.29675, 4.56063, -2.97263], [4.21670, 0.90098, -4.75748], [0.97136, 0.73445, 3.88570], [0.05850, -5.69807, 4.42669], [1.30302, -1.70784, -5.23513], [-1.21812, 1.36400, -4.79039], [-0.29867, -1.78880, -4.47702], [-3.21264, 2.10025, -0.19628], [0.44878, -2.75636, -0.28355], [-5.41493, 1.20344, -0.45302], [-4.55520, -1.62839, 0.35602], [-1.12128, -3.90584, 4.51155], [-4.46624, 0.15644, 3.78076], [3.20772, 3.47405, -3.07876], [-1.57135, -3.42610, 0.71915], [-2.05568, 0.42274, 3.55706], [-6.46171, -0.09762, 0.12100], [-4.41384, 2.04869, -2.43676], [-5.45642, 0.32602, 0.19375], [5.98166, -0.03961, -2.04479], [-4.52319, -0.97039, -1.27741], [-0.29837, -6.93942, 0.26680], [-2.14298, 1.50704, 4.43329], [0.24563, -0.72007, 0.21138], [-1.89530, 1.00683, -4.01806], [3.78107, 2.42114, 6.02065], [-4.52534, 1.23685, 4.65069], [3.68217, -0.39274, -2.67561], [-0.72011, -2.47525, 0.28568], [1.85779, -4.63179, 3.08922], [2.07196, 2.70373, 0.64789], [2.63902, -0.37525, 0.95971], [0.31585, -1.23924, -5.19184], [3.67989, 2.52173, -0.02951], [-0.21398, 3.60983, -2.73009], [-0.09128, 3.88561, -0.99455], [1.73276, 0.00797, 4.80588], [0.87861, -2.73138, 3.00723], [-1.13663, 2.45187, -4.71093], [4.20017, 3.03999, -2.95116], [-0.02051, -4.65706, 4.13554], [4.65133, -2.61429, -2.15222], [-2.74253, 2.40971, -1.12908], [-3.11561, -0.21677, 0.04358], [2.88810, 3.26627, -4.09972], [-2.34358, -1.41690, -2.57099], [-1.88972, -0.17128, -1.04419], [-5.29003, 0.65086, 1.22063], [-2.03923, 3.20672, -0.88758], [-2.08761, -2.00879, 4.45254], [-0.51402, 1.31423, 1.16634], [4.94949, 0.11636, -0.59957], [3.64802, -2.23416, -2.36543], [0.46404, 3.92281, -1.93402], [1.53382, 1.38559, -5.96317], [2.13836, 2.21999, -5.61341], [-3.23495, -1.06590, 2.54344], [0.44147, 0.54735, -4.68184], [1.76419, -4.35102, -0.95181], [-0.01652, -5.07396, -0.03051], [-1.24932, -4.73911, 0.58125], [1.97943, 2.84321, -1.80928], [2.74126, 3.06523, -0.13538], [-3.26710, 3.23829, -3.05105], [-1.24544, 2.04748, 4.70868], [2.24682, 2.70368, 4.53985], [-4.37290, 3.68238, -1.73966], [-2.50758, -3.10035, 1.15478], [2.44484, 3.76263, 4.42187], [-3.35886, 1.91406, 4.97071], [5.04244, 0.36770, -1.65366], [1.68041, -2.28365, 2.43312], [-0.14268, -1.31096, -6.18358], [-5.47328, 1.54852, 5.07294], [1.29232, 0.44560, -2.26624], [3.52453, -0.67409, -5.15237], [0.98577, -4.06079, 3.38505], [-2.00190, 1.32331, -1.69153], [5.19853, -0.56267, -4.59205], [3.00867, -2.45038, -1.50810], [-1.91716, -5.50938, 0.94744], [-3.39236, 2.76106, 5.64593], [4.19103, -0.15083, -4.46582], [2.99826, 1.95360, 5.43537], [0.35783, -6.37558, -0.15307], [-3.24962, -0.23387, 3.23948], [-0.38009, -0.10905, 2.83529], [3.31383, -0.00118, 6.25800], [-4.43076, -0.70672, -0.22319], [2.21189, 0.67200, -6.43102], [-3.76068, 2.87411, -2.14883], [-1.90508, -4.34984, 5.11381], [0.84907, 1.76908, -6.72686], [-5.37114, -0.37959, 3.51767], [1.25545, 2.10103, 3.78117], [0.82194, -4.09012, -0.48817], [5.08674, 1.45376, -1.73518], [-0.23410, -1.95500, 3.35926], [2.73463, 0.60048, 5.56747]], "homo_lumo_gap_ev": [6.23, 6.58], "charge": -1, "spin_multiplicity": 2}

## Q
{"formula": "C36H56BrNO3PS2SbSi4Ti", "method": "ωB97M-V/def2-TZVPD", "elements": ["C", "H", "H", "C", "H", "C", "C", "H", "C", "C", "C", "S", "Sb", "H", "H", "H", "H", "C", "H", "C", "H", "C", "H", "H", "H", "H", "H", "C", "H", "H", "C", "C", "H", "C", "C", "O", "C", "H", "H", "C", "C", "H", "H", "H", "H", "H", "C", "O", "H", "C", "Ti", "C", "H", "C", "H", "P", "C", "H", "Si", "H", "H", "C", "H", "C", "H", "N", "H", "Si", "H", "C", "C", "H", "H", "H", "S", "Si", "H", "H", "C", "C", "H", "H", "C", "O", "H", "C", "H", "H", "H", "H", "C", "H", "H", "H", "C", "C", "H", "H", "H", "H", "Si", "Br", "C", "H", "C", "H"], "positions_angstrom": [[3.48644, -0.08475, 3.80270], [-0.55973, -4.07146, -1.14066], [-0.47254, 4.16671, 5.31043], [-2.66001, 0.39481, -5.27288], [4.88742, 3.64334, 1.20137], [-3.50057, -4.55290, -3.10521], [3.87346, 5.52634, 1.19079], [4.79211, 6.09870, 1.12811], [-1.14341, 3.31275, 5.19211], [-1.41290, -3.16834, -4.85937], [0.07487, -0.51131, 5.21113], [-1.23409, 1.53008, 0.78993], [-2.38422, -1.13548, -2.00493], [0.20302, 0.82738, -2.44662], [-6.31242, -1.36180, -1.99200], [0.73024, -0.09124, -4.69124], [3.15184, 2.77996, 6.34514], [4.45669, 1.03025, 0.58324], [0.51839, 5.93794, 1.32641], [3.69044, -0.33717, 5.15180], [-4.76585, -3.64097, 0.95087], [-0.60274, -4.32512, -2.20071], [5.69568, 0.66576, 2.29934], [0.28385, -1.33770, 5.89478], [3.55363, 1.31113, -1.34615], [-5.72610, 0.73992, -2.74258], [-0.86644, 2.55338, 5.92515], [-5.89921, -2.17877, -1.39669], [-4.40473, -2.37024, -5.36608], [-5.71919, -1.97499, -4.25228], [1.47999, 5.43757, 1.30627], [6.76417, 0.25893, 0.49175], [5.53099, 0.63045, -2.63462], [2.24397, -1.51263, -1.52901], [3.57704, 0.69460, 6.07582], [2.38813, -2.19049, -5.04811], [2.61728, -2.10555, -2.71331], [-1.99727, 1.12551, -4.80140], [0.83924, 0.25436, 5.35505], [0.09995, -1.01686, 3.78580], [-1.03172, 2.75902, 3.78911], [-0.71218, -5.40935, -2.30702], [-2.16397, 3.63880, 5.39908], [-3.22319, 0.90589, -6.06082], [-0.01162, 2.42118, 3.58950], [-4.30572, -4.13001, -3.70995], [4.45697, 1.01827, -0.81775], [-1.93943, 1.65959, 3.65952], [-3.06240, -3.57222, 0.43564], [3.18540, 1.19608, 3.32318], [0.58047, -0.13342, 0.70710], [1.18865, -0.51257, -3.80504], [2.60737, 7.26366, 1.19805], [5.64395, 0.65568, 1.21597], [-3.61134, -2.52442, 1.72060], [-1.71741, 0.49033, 2.51963], [6.73018, 0.24063, -0.89465], [-0.90064, -0.09046, 5.45984], [-3.83234, -0.34426, -3.98595], [-6.66371, -2.48597, -0.67407], [-0.63904, -1.79888, 3.59679], [-4.78007, -0.02006, 0.40634], [-2.19277, -2.80202, -5.52903], [2.64889, 6.18107, 1.23071], [2.82736, 3.21952, 3.94970], [1.39572, -0.48609, -1.42081], [1.87954, -1.79681, -5.76560], [2.80921, 1.46209, 1.46441], [-5.47383, -1.00481, -5.71109], [2.75897, 3.36720, 1.31365], [3.06687, 2.21276, 4.27607], [-3.88110, -4.71309, -2.09375], [3.30371, -2.93803, -2.73875], [-5.86375, 0.08137, 0.52286], [-0.50821, -2.01258, 0.59213], [-4.36020, -1.63640, -0.45747], [-5.70230, -3.02123, -2.05984], [3.72998, 0.50277, 7.13114], [-4.95983, -1.54837, -4.90917], [-4.92000, 1.08102, -3.39618], [-4.32296, -0.00062, 1.39735], [1.07976, -1.42073, 3.53562], [0.89339, 0.00240, -2.55865], [-0.12729, 0.06224, 2.86057], [7.59886, -0.07516, -1.46005], [2.05549, -1.59745, -3.88064], [3.56047, -0.90899, 3.09753], [3.92897, -1.34077, 5.48545], [7.66740, -0.03579, 1.01432], [-1.04037, -4.12070, -5.25236], [-3.91218, -2.97914, 0.77417], [-0.58408, -2.45522, -4.87548], [-4.33081, 1.81521, -2.84134], [-4.40663, 0.84918, -0.13720], [5.56971, 0.63389, -1.55084], [3.25623, 1.96951, 5.63260], [-5.37537, 1.58694, -4.25501], [0.35692, -4.04226, -2.64412], [-3.23215, -5.52938, -3.52180], [0.61483, 3.47783, 1.37190], [-1.99602, -3.42529, -3.08014], [2.97650, -2.12340, 0.07762], [1.53759, 4.04829, 1.34012], [-1.28530, 3.51469, 3.04187], [3.92262, 4.13919, 1.23372], [-2.03946, -0.37248, -5.74344]], "homo_lumo_gap_ev": [6.14, 6.27], "charge": -1, "spin_multiplicity": 2}

Verdict on stability: Q comes out at the bottom.

## P
{"formula": "C2H10NO3", "method": "ωB97M-V/def2-TZVPD", "elements": ["O", "H", "O", "C", "H", "N", "C", "H", "H", "O", "H", "H", "H", "H", "H", "H"], "positions_angstrom": [[-0.51753, -2.44535, 0.53324], [-2.98354, 1.90972, 0.18154], [-0.77180, 0.16601, 0.08465], [0.05841, 0.39046, -0.96562], [-1.34754, -2.65649, 0.94537], [1.41246, 0.88914, -0.61068], [2.08127, -0.00253, 0.31845], [-2.27373, 0.58215, 0.34502], [1.29745, 1.78933, -0.15748], [-3.18218, 1.03521, 0.52748], [3.00954, 0.44399, 0.68704], [0.26335, -0.53698, -1.54235], [-0.33575, 1.14179, -1.67502], [1.48234, -0.31494, 1.18135], [-0.55121, -1.46349, 0.34862], [2.35847, -0.92803, -0.20163]], "homo_lumo_gap_ev": 8.31, "charge": -1}

## Q
{"formula": "C2H10NO3", "method": "ωB97M-V/def2-TZVPD", "elements": ["H", "H", "H", "H", "H", "H", "O", "O", "C", "H", "O", "N", "H", "H", "H", "C"], "positions_angstrom": [[0.78500, -1.74852, -0.32431], [1.67291, 0.86409, 0.58278], [-1.87228, -1.18092, 0.40061], [1.96853, -0.64334, -1.15788], [-1.31995, -1.07354, -1.00229], [-1.29354, 2.42093, -1.06375], [-0.61448, 2.57352, -0.39339], [0.02518, -0.03775, -1.09728], [0.63493, -0.32185, 1.85915], [-0.32837, 0.19814, 1.80612], [-1.98903, -1.60255, -0.46153], [1.54708, -0.12700, 0.75734], [0.41970, -1.39210, 1.98508], [1.14788, -0.04695, 2.78879], [-0.07484, 1.77474, -0.60660], [1.05869, -0.69614, -0.52513]], "homo_lumo_gap_ev": 7.97, "charge": -1}

## R
{"formula": "C2H10NO3", "method": "ωB97M-V/def2-TZVPD", "elements": ["O", "H", "N", "H", "C", "H", "H", "H", "C", "O", "H", "H", "H", "H", "H", "O"], "positions_angstrom": [[-1.24952, -1.36869, 2.59127], [1.37426, 0.83351, -1.01671], [0.61679, 1.29720, -0.53461], [-1.99744, -0.75677, 2.60749], [0.20455, 0.42242, 0.57177], [2.03109, -1.83968, -1.28794], [-1.06625, -1.28561, 1.60072], [1.07267, -1.83699, -0.10245], [-0.48620, 1.56002, -1.43938], [1.80639, -2.37987, -0.52476], [-0.75456, 0.71144, -2.08058], [1.04779, 0.28737, 1.25719], [-0.62585, 0.98209, 1.03021], [-0.35098, 2.48856, -2.00111], [-1.39208, 1.69508, -0.84317], [-0.23065, -0.81009, 0.17206]], "homo_lumo_gap_ev": 8.00, "charge": -1}

Verdict on stability: R comes out at the bottom.

## P
{"formula": "C3H2N2", "method": "ωB97M-V/def2-TZVPD", "elements": ["N", "N", "C", "H", "C", "H", "C"], "positions_angstrom": [[-3.71337, -0.17984, 0.06581], [-0.12666, 2.86927, 0.01728], [-0.03435, 1.71190, -0.04087], [-0.42521, -0.18228, 0.69664], [0.09433, 0.36505, -0.00312], [0.34761, -0.12665, -1.01551], [-2.57689, -0.03024, -0.01436]], "homo_lumo_gap_ev": [6.76, 9.45], "charge": 0}

## Q
{"formula": "C3H2N2", "method": "ωB97M-V/def2-TZVPD", "elements": ["N", "N", "H", "H", "C", "C", "C"], "positions_angstrom": [[3.43071, -1.11956, -0.83333], [1.94967, 0.19528, 0.57993], [1.76090, 1.17052, 0.38564], [-2.16893, -1.01615, -0.82699], [2.68792, -0.45730, -0.24000], [-1.18286, -0.79482, -0.52022], [-0.15649, -0.45376, -0.01957]], "homo_lumo_gap_ev": [8.25, 8.40], "charge": 0}

Verdict on stability: Q comes out at the bottom.